# 1
Entry from the Open Molecules 2025 dataset: 6 unconnected molecules or ions with the total composition C11H35NO8 in a non-equilibrium geometry (ωB97M-V/def2-TZVPD).

The geometry in XYZ format:
```
55
Properties=species:S:1:pos:R:3
C -3.629 4.176 -2.197
O -2.208 4.309 -2.547
C -1.625 5.592 -2.557
C -1.613 6.314 -3.936
C -3.018 6.838 -4.284
N -1.239 5.339 -4.927
H -4.214 3.700 -2.984
H -4.077 5.140 -1.954
H -3.856 3.452 -1.415
H -2.031 6.108 -1.687
H -0.588 5.313 -2.373
H -0.852 7.092 -3.889
H -3.054 7.197 -5.312
H -3.212 7.669 -3.606
H -3.713 5.999 -4.314
H -1.804 4.518 -4.761
H -0.286 5.008 -4.878
O 3.749 -7.331 5.056
C 4.872 -6.518 5.316
C 4.574 -5.074 5.657
O 5.637 -4.255 5.723
H 3.235 -7.101 4.278
H 5.505 -7.042 6.032
H 5.470 -6.432 4.409
H 4.254 -5.023 6.698
H 3.856 -4.622 4.973
H 5.955 -4.044 6.604
O -1.657 -1.854 -4.609
C -2.948 -1.835 -5.030
C -3.791 -3.093 -4.662
O -3.425 -4.146 -5.425
H -1.224 -2.394 -5.274
H -3.401 -1.000 -4.494
H -2.955 -1.623 -6.099
H -4.823 -2.754 -4.749
H -3.599 -3.199 -3.594
H -2.894 -4.691 -4.840
C 1.588 -6.093 -1.375
O 1.113 -5.859 -0.025
H 0.882 -5.768 -2.139
H 2.497 -5.584 -1.694
H 1.738 -7.170 -1.451
H 1.148 -4.900 0.012
C 1.598 0.247 1.684
O 0.271 0.252 1.237
H 2.194 1.110 1.387
H 1.711 0.507 2.736
H 2.034 -0.719 1.428
H 0.169 0.844 0.489
C 1.029 3.896 7.977
O 2.178 3.487 8.737
H 0.101 3.983 8.543
H 1.074 4.829 7.415
H 0.878 3.047 7.311
H 2.423 4.157 9.380
```

Output
* HOMO-LUMO gap: 9.33 eV
* M: 309.4 g/mol
* SMILES: COC[C@H](C)N.OCCO.OCCO.CO.CO.CO
* relative energy (zero: lowest compared OMol25 entry of this formula, charge and spin): 39.70 kJ/mol
* E_tot: -29839.25172 eV
* charge: 0

# 2
Entry from the Open Molecules 2025 dataset: 6 unconnected molecules or ions with the total composition C11H35O6 in a non-equilibrium geometry (ωB97M-V/def2-TZVPD).

The geometry in XYZ format:
```
52
Properties=species:S:1:pos:R:3
O -10.240 4.502 3.380
H -10.934 3.821 3.661
H -10.261 5.267 4.048
H -10.456 4.870 2.461
C -13.594 3.216 6.467
C -12.166 3.478 6.018
O -11.979 2.909 4.694
H -14.269 3.651 5.732
H -13.827 3.686 7.426
H -13.794 2.153 6.587
H -11.425 3.025 6.684
H -11.924 4.537 5.980
H -11.832 1.966 4.826
C -12.146 1.216 1.689
C -10.707 1.080 1.233
O -9.910 2.117 1.807
H -12.596 2.145 1.315
H -12.291 1.263 2.766
H -12.765 0.423 1.269
H -10.667 1.119 0.141
H -10.377 0.083 1.545
H -8.998 1.866 1.616
C -13.730 6.732 4.014
C -13.120 6.484 2.636
O -12.935 5.070 2.409
H -14.792 6.485 4.055
H -13.670 7.800 4.242
H -13.190 6.150 4.755
H -12.110 6.887 2.643
H -13.756 6.882 1.847
H -13.705 4.700 1.971
C -9.631 8.333 3.682
C -9.253 7.598 4.970
O -10.115 6.469 5.215
H -8.859 9.090 3.567
H -10.641 8.728 3.752
H -9.603 7.637 2.842
H -9.336 8.295 5.804
H -8.223 7.246 4.880
H -10.212 6.341 6.162
C -11.336 6.607 -0.827
C -10.786 5.255 -0.348
C -9.776 4.647 -1.300
O -10.169 5.485 0.945
H -11.743 6.639 -1.837
H -10.609 7.419 -0.754
H -12.144 6.843 -0.128
H -11.651 4.618 -0.178
H -9.304 3.769 -0.862
H -8.993 5.369 -1.544
H -10.291 4.400 -2.229
H -9.473 6.136 0.786
```

Output
* HOMO-LUMO gap: 10.94 eV
* M: 263.4 g/mol
* relative energy (zero: lowest compared OMol25 entry of this formula, charge and spin): 33.39 kJ/mol
* E_tot: -24253.16420 eV
* charge: +1

# 3
Entry from the Open Molecules 2025 dataset: a molecular structure, C11H35O7Ti in a non-equilibrium geometry (ωB97M-V/def2-TZVPD).

The geometry in XYZ format:
```
54
Properties=species:S:1:pos:R:3
Ti 1.618 -0.687 1.371
O -0.390 -0.493 0.360
H -0.237 -0.751 -0.570
C -3.796 -0.499 0.076
O -2.918 0.198 0.949
H -3.767 -0.145 -0.955
H -3.456 -1.534 0.045
H -4.820 -0.414 0.441
H -2.009 -0.040 0.754
C 0.811 -3.316 -1.224
C -0.700 -3.406 -1.279
O -1.230 -2.960 -0.038
H 1.153 -3.753 -2.162
H 1.258 -3.946 -0.455
H 1.188 -2.295 -1.171
H -1.023 -4.437 -1.428
H -1.082 -2.719 -2.034
H -0.941 -2.050 0.065
C 4.584 0.090 -0.985
C 3.424 -0.931 -1.113
O 3.238 -1.731 0.029
H 4.875 0.434 -1.977
H 5.514 -0.409 -0.714
H 4.358 0.892 -0.281
H 3.518 -1.590 -1.976
H 2.528 -0.350 -1.331
H 3.591 -2.581 -0.243
C -1.619 0.270 4.956
C -0.837 0.836 3.670
O -0.138 -0.279 3.057
H -2.115 1.124 5.416
H -0.924 -0.273 5.598
H -2.434 -0.385 4.650
H -0.082 1.574 3.940
H -1.518 1.241 2.922
H -0.493 -0.366 2.169
C -0.519 3.249 0.580
C 0.840 2.734 1.147
O 1.212 1.639 0.405
H -0.331 3.566 -0.446
H -1.034 3.980 1.202
H -1.109 2.342 0.452
H 0.748 2.456 2.197
H 1.604 3.496 0.988
H 0.453 1.053 0.359
C -1.011 1.761 -3.880
C -0.368 1.050 -2.670
O -1.435 0.334 -2.166
H -0.270 2.392 -4.370
H -1.824 2.412 -3.559
H -1.402 1.008 -4.565
H 0.045 1.738 -1.932
H 0.436 0.388 -2.991
H -1.163 0.081 -1.281
```

Output
* HOMO-LUMO gap (spin up / spin down): 6.24 / 3.98 eV
* multiplicity: 5
* M: 327.3 g/mol
* E_tot: -49408.79039 eV
* expectation value of S²: 6.01
* charge: +1

# 4
Entry from the Open Molecules 2025 dataset: 7 unconnected molecules or ions with the total composition C11H36O7 in a non-equilibrium geometry (ωB97M-V/def2-TZVPD).

The geometry in XYZ format:
```
54
Properties=species:S:1:pos:R:3
C -2.049 -3.962 5.795
C -1.689 -3.559 4.326
C -0.412 -4.253 3.793
O -2.641 -3.830 3.341
H -2.824 -3.303 6.185
H -1.143 -3.910 6.399
H -2.414 -4.987 5.729
H -1.741 -2.471 4.283
H -0.044 -3.443 3.163
H -0.557 -5.103 3.126
H 0.388 -4.399 4.519
H -3.016 -2.961 3.182
C 0.865 4.983 -1.350
C 0.830 4.412 -2.761
C 1.863 5.066 -3.676
O 1.002 3.034 -2.758
H 0.109 4.587 -0.673
H 0.724 6.064 -1.328
H 1.858 4.911 -0.905
H -0.171 4.578 -3.159
H 1.735 4.803 -4.726
H 2.892 4.720 -3.575
H 1.922 6.153 -3.619
H 0.279 2.665 -2.245
C 2.155 -1.235 -4.466
O 2.964 -0.122 -4.776
H 1.083 -1.040 -4.469
H 2.365 -2.131 -5.050
H 2.297 -1.692 -3.486
H 2.440 0.640 -4.516
C -1.300 -4.339 -1.844
O -1.277 -5.709 -1.863
H -1.234 -3.859 -0.868
H -0.407 -3.928 -2.314
H -2.177 -3.928 -2.344
H -2.038 -6.113 -1.440
C -0.445 -0.060 0.408
O -1.179 0.953 -0.283
H -1.035 -0.915 0.736
H 0.299 -0.415 -0.306
H 0.097 0.334 1.268
H -1.964 1.126 0.241
C 5.108 1.872 -0.675
O 3.910 1.072 -0.754
H 4.842 2.920 -0.531
H 5.676 1.477 0.167
H 5.729 2.019 -1.558
H 3.435 1.565 -1.427
C -3.991 1.941 3.160
O -4.587 1.467 1.994
H -3.239 2.670 2.857
H -4.712 2.373 3.854
H -3.387 1.123 3.550
H -5.192 2.138 1.670
```

Output
* HOMO-LUMO gap: 10.26 eV
* M: 280.4 g/mol
* SMILES: CC(C)O.CC(C)O.CO.CO.CO.CO.CO
* relative energy (zero: lowest compared OMol25 entry of this formula, charge and spin): 266.56 kJ/mol
* E_tot: -26319.15159 eV
* charge: 0

# 5
Entry from the Open Molecules 2025 dataset: 7 unconnected molecules or ions with the total composition C11H36O7 in a non-equilibrium geometry (ωB97M-V/def2-TZVPD).

The geometry in XYZ format:
```
54
Properties=species:S:1:pos:R:3
C 4.229 0.934 4.159
C 4.893 0.925 2.736
C 4.304 -0.063 1.808
O 4.780 2.261 2.197
H 3.135 1.064 4.063
H 4.736 1.749 4.724
H 4.419 0.015 4.748
H 6.011 0.824 2.847
H 4.174 -1.027 2.321
H 4.834 -0.254 0.937
H 3.275 0.283 1.635
H 3.854 2.522 2.196
C -3.310 -2.610 -2.515
C -2.674 -1.290 -2.924
C -3.524 -0.353 -3.662
O -2.112 -0.718 -1.729
H -3.586 -3.177 -3.400
H -4.151 -2.515 -1.862
H -2.595 -3.231 -1.948
H -1.831 -1.562 -3.593
H -4.382 0.015 -3.081
H -3.871 -0.810 -4.577
H -2.900 0.514 -3.910
H -1.533 0.067 -1.923
C -0.846 2.510 -2.993
O -0.458 1.472 -2.094
H -0.372 2.378 -3.964
H -1.929 2.451 -3.039
H -0.705 3.507 -2.556
H 0.520 1.366 -2.172
C 1.720 -0.999 -1.400
O 1.907 0.368 -1.132
H 2.688 -1.456 -1.597
H 1.223 -1.492 -0.488
H 1.111 -1.047 -2.288
H 2.641 0.612 -0.546
C -4.437 1.352 0.222
O -4.475 -0.010 -0.174
H -3.999 2.014 -0.539
H -5.374 1.717 0.532
H -3.909 1.489 1.203
H -3.648 -0.252 -0.613
C -0.951 0.516 1.182
O 0.467 0.809 1.367
H -1.144 -0.367 0.542
H -1.393 0.417 2.161
H -1.411 1.405 0.696
H 0.775 0.806 0.463
C 0.850 -2.504 3.120
O 1.813 -1.453 2.961
H -0.026 -2.241 3.761
H 0.530 -2.807 2.113
H 1.392 -3.373 3.479
H 1.265 -0.753 2.546
```

Output
* HOMO-LUMO gap: 10.28 eV
* M: 280.4 g/mol
* SMILES: CC(C)O.CC(C)O.CO.CO.CO.CO.CO
* relative energy (zero: lowest compared OMol25 entry of this formula, charge and spin): 89.85 kJ/mol
* E_tot: -26320.98304 eV
* charge: 0

# 6
Entry from the Open Molecules 2025 dataset: 8 unconnected molecules or ions with the total composition C11H37N15O9 in a non-equilibrium geometry (ωB97M-V/def2-TZVPD).

The geometry in XYZ format:
```
72
Properties=species:S:1:pos:R:3
N -3.063 0.056 4.185
C -1.714 0.128 3.438
C -1.916 0.459 1.817
C -1.594 -0.936 0.953
O -0.209 -1.351 1.232
C 0.603 -1.452 0.009
O 1.193 -0.329 -0.485
H -3.294 -0.981 4.135
H -3.792 0.505 3.588
H -1.168 -0.909 3.620
H -1.032 0.973 3.916
H -1.082 1.235 1.545
H -3.007 0.789 1.550
H -1.831 -0.729 -0.175
H -2.393 -1.724 1.360
H 0.767 -2.523 -0.481
N 3.278 1.876 -1.031
C 3.478 2.873 -1.913
N 2.365 3.298 -2.537
O 4.580 3.352 -2.128
H 2.379 1.468 -0.841
H 4.090 1.527 -0.539
H 2.472 4.047 -3.209
H 1.449 2.915 -2.374
N 2.224 -5.605 0.474
C 0.898 -5.417 0.350
N 0.146 -6.183 1.161
O 0.415 -4.615 -0.434
H 2.640 -6.260 1.114
H 2.825 -5.048 -0.119
H -0.857 -6.073 1.100
H 0.525 -6.849 1.814
N 5.210 0.784 -6.566
C 4.184 1.354 -5.909
N 4.412 1.575 -4.602
O 3.132 1.646 -6.455
H 6.084 0.536 -6.134
H 5.081 0.600 -7.553
H 3.664 2.002 -4.070
H 5.271 1.341 -4.135
N -7.125 -0.148 1.771
C -6.368 0.960 1.679
N -6.514 1.644 0.530
O -5.610 1.317 2.568
H -7.755 -0.458 1.050
H -7.045 -0.692 2.620
H -5.962 2.484 0.421
H -7.133 1.366 -0.213
N 0.897 -1.785 -6.807
C 0.692 -1.698 -8.133
N 1.303 -0.656 -8.726
O 0.008 -2.500 -8.750
H 1.457 -1.135 -6.282
H 0.454 -2.555 -6.322
H 1.175 -0.554 -9.724
H 1.870 0.014 -8.235
N 0.911 -1.507 7.345
C 0.818 -1.349 6.013
N 1.970 -1.006 5.409
O -0.228 -1.504 5.401
H 1.763 -1.384 7.867
H 0.066 -1.766 7.839
H 1.943 -0.876 4.406
H 2.840 -0.874 5.895
N -1.828 3.728 4.005
C -1.510 4.379 2.872
N -0.757 5.479 3.051
O -1.875 4.001 1.769
H -1.537 4.024 4.922
H -2.394 2.895 3.915
H -0.495 5.998 2.223
H -0.446 5.805 3.951
```

Output
* HOMO-LUMO gap: 8.78 eV
* M: 523.5 g/mol
* SMILES: NCCCOC=O.NC(N)=O.NC(N)=O.NC(N)=O.NC(N)=O.NC(N)=O.NC(N)=O.NC(N)=O
* E_tot: -52789.96372 eV
* charge: 0

- Which value of E_tot does entry 1 give?
  -29839.25172 eV

- Among the records above, which one has the highest E_tot?
  C11H35O6

Copy entry 3 word for word.
Entry from the Open Molecules 2025 dataset: a molecular structure, C11H35O7Ti in a non-equilibrium geometry (ωB97M-V/def2-TZVPD).

The geometry in XYZ format:
```
54
Properties=species:S:1:pos:R:3
Ti 1.618 -0.687 1.371
O -0.390 -0.493 0.360
H -0.237 -0.751 -0.570
C -3.796 -0.499 0.076
O -2.918 0.198 0.949
H -3.767 -0.145 -0.955
H -3.456 -1.534 0.045
H -4.820 -0.414 0.441
H -2.009 -0.040 0.754
C 0.811 -3.316 -1.224
C -0.700 -3.406 -1.279
O -1.230 -2.960 -0.038
H 1.153 -3.753 -2.162
H 1.258 -3.946 -0.455
H 1.188 -2.295 -1.171
H -1.023 -4.437 -1.428
H -1.082 -2.719 -2.034
H -0.941 -2.050 0.065
C 4.584 0.090 -0.985
C 3.424 -0.931 -1.113
O 3.238 -1.731 0.029
H 4.875 0.434 -1.977
H 5.514 -0.409 -0.714
H 4.358 0.892 -0.281
H 3.518 -1.590 -1.976
H 2.528 -0.350 -1.331
H 3.591 -2.581 -0.243
C -1.619 0.270 4.956
C -0.837 0.836 3.670
O -0.138 -0.279 3.057
H -2.115 1.124 5.416
H -0.924 -0.273 5.598
H -2.434 -0.385 4.650
H -0.082 1.574 3.940
H -1.518 1.241 2.922
H -0.493 -0.366 2.169
C -0.519 3.249 0.580
C 0.840 2.734 1.147
O 1.212 1.639 0.405
H -0.331 3.566 -0.446
H -1.034 3.980 1.202
H -1.109 2.342 0.452
H 0.748 2.456 2.197
H 1.604 3.496 0.988
H 0.453 1.053 0.359
C -1.011 1.761 -3.880
C -0.368 1.050 -2.670
O -1.435 0.334 -2.166
H -0.270 2.392 -4.370
H -1.824 2.412 -3.559
H -1.402 1.008 -4.565
H 0.045 1.738 -1.932
H 0.436 0.388 -2.991
H -1.163 0.081 -1.281
```

Output
* HOMO-LUMO gap (spin up / spin down): 6.24 / 3.98 eV
* multiplicity: 5
* M: 327.3 g/mol
* E_tot: -49408.79039 eV
* expectation value of S²: 6.01
* charge: +1

- The lowest E_tot belongs to which entry?
  C11H37N15O9